Entry from OMol25: an isolated molecule of C3H4N2OS at a distorted geometry (ωB97M-V/def2-TZVPD).

The value obtained for the orbital gap is 8.91 eV. Its multiplicity is 1. The calculated total energy is -19034.8037 eV. The energy relative to the best compared isomer or geometry (same formula, charge and spin) is 97.9 kcal/mol.

Positions of all 11 atoms, in Å:
S1 -0.171 -1.804 -0.417
O1 -0.961 -0.281 0.361
N1 2.149 0.932 -0.833
N2 -0.716 -2.098 -1.791
C1 1.439 1.212 0.020
C2 0.452 1.497 0.955
C3 -0.679 0.776 1.080
H1 0.611 2.557 1.461
H2 -1.402 0.899 1.859
H3 -1.528 -2.720 -1.964
H4 0.806 -0.968 -0.731

---

Entry from OMol25: a structure of composition H8NO14S3Zn at a distorted geometry (ωB97M-V/def2-TZVPD).

The value obtained for the orbital gap is 4.98 eV. The net charge is -3. Its multiplicity is 1. The calculated total energy is -111210.5299 eV. The energy relative to the best compared isomer or geometry (same formula, charge and spin) is 5.9 kcal/mol.

Positions of all 27 atoms, in Å:
Zn1 0.746 -0.541 -0.412
S1 1.182 -1.477 2.066
S2 0.786 2.815 0.639
S3 -2.287 -0.177 -1.980
O1 0.740 1.441 0.019
O2 2.181 3.107 1.043
O3 0.305 3.821 -0.331
O4 2.155 0.155 -1.858
O5 -3.219 0.019 -0.826
O6 2.130 -0.796 1.109
O7 -0.981 -0.676 -1.391
O8 1.159 -2.514 -1.220
O9 -0.130 2.780 1.830
O10 -2.060 1.083 -2.694
O11 -2.782 -1.247 -2.886
O12 0.941 -0.716 3.294
O13 -0.102 -1.512 1.256
O14 1.682 -2.835 2.365
N1 -1.928 0.442 1.395
H1 -2.610 0.510 2.139
H2 -2.450 0.331 0.498
H3 -1.335 -0.426 1.513
H4 0.506 -3.164 -1.489
H5 -1.285 1.318 1.425
H6 1.944 0.313 -2.780
H7 2.694 0.887 -1.539
H8 2.018 -2.939 -1.183

---

Entry from OMol25: a cluster of 2 separate species, C14H15NO7P in total at a distorted geometry (ωB97M-V/def2-TZVPD).

The value obtained for the orbital gap is 5.09 eV. The net charge is -1. Its multiplicity is 1. The calculated total energy is -39863.6140 eV. The energy relative to the best compared isomer or geometry (same formula, charge and spin) is 154.9 kcal/mol.

Positions of all 38 atoms, in Å:
P1 3.847 2.453 2.544
O1 -2.362 -1.589 -1.638
O2 2.482 -2.466 -0.939
O3 -2.079 -1.269 -5.166
O4 4.822 3.614 1.736
O5 -1.544 -3.066 -4.095
O6 -0.976 0.905 -2.778
O7 0.001 -1.792 -4.908
N1 -1.208 -2.043 -4.724
C1 0.573 0.865 -0.778
C2 0.542 2.342 -0.344
C3 1.604 -0.197 -0.245
C4 -0.034 -2.215 -0.984
C5 -3.849 -1.915 0.434
C6 1.485 -1.724 -0.764
C7 1.588 2.814 0.689
C8 -0.971 -1.246 -1.461
C9 2.628 1.764 1.236
C10 2.670 3.323 3.788
C11 -0.510 0.264 -1.814
C12 -3.056 -0.893 -0.558
C13 -2.693 -2.550 1.395
C14 2.655 0.277 0.784
H1 3.387 -0.491 1.188
H2 1.590 3.893 1.075
H3 -2.345 -0.307 0.138
H4 -4.521 -1.269 1.089
H5 -1.678 -2.044 1.263
H6 -2.989 -2.467 2.495
H7 -0.334 -3.297 -0.748
H8 -0.245 3.070 -0.751
H9 2.329 4.356 3.399
H10 -4.390 -2.696 -0.190
H11 1.710 2.698 3.940
H12 -2.571 -3.647 1.085
H13 3.192 3.379 4.798
H14 5.003 3.268 0.830
H15 -3.752 -0.106 -1.021

---

Entry from OMol25: a structure of composition C6H17O10Sr at a distorted geometry (ωB97M-V/def2-TZVPD).

The value obtained for the orbital gap is 4.80 eV. The net charge is -1. Its multiplicity is 1. The calculated total energy is -27808.2307 eV. The energy relative to the best compared isomer or geometry (same formula, charge and spin) is 173.2 kcal/mol.

Positions of all 34 atoms, in Å:
Sr1 -0.189 -0.536 -0.239
O1 -3.051 -3.101 -1.197
O2 1.684 0.726 -3.815
O3 3.503 0.586 1.434
O4 -1.265 -3.237 4.956
O5 -1.088 -1.677 3.528
O6 3.419 1.619 3.369
O7 1.091 -3.817 -0.693
O8 -0.341 0.231 -4.154
O9 -3.225 1.325 0.693
O10 0.279 3.164 -0.243
C1 -1.785 -2.443 4.166
C2 0.671 0.837 -4.533
C3 3.760 1.560 2.160
C4 4.400 2.757 1.542
C5 0.702 1.534 -5.846
C6 -3.259 -2.328 4.016
H1 3.937 3.040 0.597
H2 1.934 -4.089 -1.057
H3 4.272 3.528 2.302
H4 -3.697 2.129 0.476
H5 -3.759 -3.218 4.398
H6 0.492 3.756 0.479
H7 -3.200 -3.092 -2.143
H8 -0.276 1.527 -6.327
H9 -3.657 -3.763 -0.865
H10 0.975 2.557 -5.585
H11 -3.522 -2.156 2.972
H12 5.464 2.602 1.359
H13 1.434 1.037 -6.483
H14 0.658 -4.635 -0.452
H15 0.402 3.694 -1.031
H16 -3.682 -1.495 4.579
H17 -3.082 1.378 1.637